# C72H195N9O21

A 21-piece molecular cluster, C72H195N9O21 overall in a non-equilibrium geometry (ωB97M-V/def2-TZVPD, the OMol25 dataset).

Bonds (Å) are listed after each position.
Element x y z (Å)
1 C -1.96981 -7.81945 5.10179  C2 1.531, H7 1.090, H8 1.090, H9 1.090
2 C -1.99904 -7.36212 3.64137  C1 1.531, C3 1.574, N6 1.471, H10 1.090
3 C -3.46429 -7.20886 3.08842  C2 1.574, O4 1.446, H11 1.090, H12 1.090
4 O -3.57340 -6.72336 1.73048  C3 1.446, C5 1.436
5 C -4.92140 -6.41105 1.34650  O4 1.436, H13 1.090, H14 1.090, H15 1.090
6 N -1.24475 -6.10138 3.57419  C2 1.471, H16 1.010, H17 1.010
7 H -2.74784 -8.56103 5.28307  C1 1.090
8 H -2.25204 -7.06621 5.83737  C1 1.090
9 H -0.98512 -8.22953 5.32607  C1 1.090
10 H -1.52422 -8.03034 2.92295  C2 1.090
11 H -4.04509 -6.48631 3.66174  C3 1.090
12 H -4.00999 -8.15009 3.15460  C3 1.090
13 H -5.20635 -5.64934 2.07224  C5 1.090
14 H -5.55292 -7.29225 1.23350  C5 1.090
15 H -4.73390 -5.90078 0.40174  C5 1.090
16 H -1.36777 -5.74764 2.63619  N6 1.010
17 H -1.69965 -5.38206 4.11802  N6 1.010
18 C -7.26649 4.10277 -7.10902  C19 1.514, H24 1.090, H25 1.090, H26 1.090
19 C -6.61875 3.80705 -5.77247  C18 1.514, C20 1.565, N23 1.443, H27 1.090
20 C -6.09030 5.13197 -5.12819  C19 1.565, O21 1.420, H28 1.090, H29 1.090
21 O -5.26644 4.84868 -4.00725  C20 1.420, C22 1.429
22 C -4.58181 6.05313 -3.65787  O21 1.429, H30 1.090, H31 1.090, H32 1.090
23 N -7.64188 3.16193 -4.98556  C19 1.443, H33 1.010, H34 1.010
24 H -6.59807 4.66440 -7.76160  C18 1.090
25 H -8.15407 4.72596 -6.99968  C18 1.090
26 H -7.49593 3.15463 -7.59531  C18 1.090
27 H -5.70407 3.21563 -5.81324  C19 1.090
28 H -6.92356 5.77986 -4.85616  C20 1.090
29 H -5.56531 5.54120 -5.99133  C20 1.090
30 H -4.08461 5.85946 -2.70740  C22 1.090
31 H -5.22661 6.90233 -3.43165  C22 1.090
32 H -3.87784 6.32513 -4.44433  C22 1.090
33 H -8.42732 3.78666 -4.87201  N23 1.010
34 H -7.35574 3.23101 -4.01941  N23 1.010
35 C 0.66151 5.76549 1.28786  C36 1.484, H41 1.090, H42 1.090, H43 1.090
36 C 0.62579 7.14288 1.83919  C35 1.484, C37 1.537, N40 1.457, H44 1.090
37 C 1.89124 7.58694 2.59029  C36 1.537, O38 1.436, H45 1.090, H46 1.090
38 O 1.81387 7.15019 3.95656  C37 1.436, C39 1.416
39 C 2.83025 7.65676 4.80302  O38 1.416, H47 1.090, H48 1.090, H49 1.090
40 N 0.37572 8.02464 0.70718  C36 1.457, H50 1.010, H51 1.010
41 H -0.20109 5.55213 0.65660  C35 1.090
42 H 0.72749 5.07123 2.12557  C35 1.090
43 H 1.54289 5.58640 0.67206  C35 1.090
44 H -0.21832 7.29418 2.51201  C36 1.090
45 H 1.94674 8.67212 2.67631  C37 1.090
46 H 2.78883 7.25072 2.07127  C37 1.090
47 H 2.67043 8.72399 4.95653  C39 1.090
48 H 3.80647 7.66238 4.31819  C39 1.090
49 H 2.89445 7.00658 5.67551  C39 1.090
50 H 0.02614 8.92363 1.00670  N40 1.010
51 H -0.39313 7.67895 0.15089  N40 1.010
52 C 1.32012 -3.51194 3.84999  C53 1.530, H58 1.090, H59 1.090, H60 1.090
53 C 1.23214 -4.09132 5.26286  C52 1.530, C54 1.553, N57 1.452, H61 1.090
54 C -0.00126 -3.58907 6.06263  C53 1.553, O55 1.429, H62 1.090, H63 1.090
55 O -1.21187 -4.05712 5.46568  C54 1.429, C56 1.438
56 C -2.38306 -3.47149 6.06020  O55 1.438, H64 1.090, H65 1.090, H66 1.090
57 N 1.19818 -5.53579 5.12032  C53 1.452, H67 1.010, H68 1.010
58 H 0.52233 -3.76409 3.15140  C52 1.090
59 H 2.20398 -3.92132 3.36080  C52 1.090
60 H 1.36422 -2.42313 3.82454  C52 1.090
61 H 2.08653 -3.72810 5.83399  C53 1.090
62 H -0.01502 -2.49990 6.10277  C54 1.090
63 H 0.09167 -3.94784 7.08768  C54 1.090
64 H -2.54485 -2.43241 5.77342  C56 1.090
65 H -2.51833 -3.39142 7.13881  C56 1.090
66 H -3.19008 -3.97900 5.53178  C56 1.090
67 H 0.78271 -5.93325 5.95068  N57 1.010
68 H 0.49648 -5.63608 4.40084  N57 1.010
69 C -1.32185 -5.23355 -1.45889  C70 1.519, H75 1.090, H76 1.090, H77 1.090
70 C -0.95788 -6.48262 -0.67465  C69 1.519, C71 1.517, N74 1.439, H78 1.090
71 C 0.41716 -7.04644 -0.98145  C70 1.517, O72 1.431, H79 1.090, H80 1.090
72 O 0.44248 -7.55389 -2.31932  C71 1.431, C73 1.404
73 C 1.75221 -7.82780 -2.74606  O72 1.404, H81 1.090, H82 1.090, H83 1.090
74 N -1.00887 -6.13643 0.72112  C70 1.439, H84 1.010, H85 1.010
75 H -1.47452 -5.42543 -2.52095  C69 1.090
76 H -0.43904 -4.59509 -1.42562  C69 1.090
77 H -2.07749 -4.55087 -1.07025  C69 1.090
78 H -1.69460 -7.26004 -0.87697  C70 1.090
79 H 0.79383 -7.81405 -0.30544  C71 1.090
80 H 1.04456 -6.15579 -0.94624  C71 1.090
81 H 1.66240 -7.79049 -3.83171  C73 1.090
82 H 1.96818 -8.81047 -2.32675  C73 1.090
83 H 2.44072 -7.04790 -2.42077  C73 1.090
84 H -1.98032 -6.10707 0.99591  N74 1.010
85 H -0.59724 -6.84811 1.30777  N74 1.010
86 C 2.40390 -6.92547 2.37456  C87 1.544, H92 1.090, H93 1.090, H94 1.090
87 C 3.54589 -7.73259 3.02889  C86 1.544, C88 1.565, N91 1.439, H95 1.090
88 C 4.97124 -7.23955 2.61037  C87 1.565, O89 1.395, H96 1.090, H97 1.090
89 O 5.29225 -6.01876 3.20351  C88 1.395, C90 1.407
90 C 6.43500 -5.42131 2.64087  O89 1.407, H98 1.090, H99 1.090, H100 1.090
91 N 3.32702 -7.63524 4.44828  C87 1.439, H101 1.010, H102 1.010
92 H 2.49779 -7.05156 1.29597  C86 1.090
93 H 2.65130 -5.86614 2.44327  C86 1.090
94 H 1.34994 -7.06428 2.61542  C86 1.090
95 H 3.46325 -8.79302 2.79067  C87 1.090
96 H 5.06100 -7.13653 1.52897  C88 1.090
97 H 5.68139 -7.96496 3.00732  C88 1.090
98 H 6.37073 -5.39463 1.55310  C90 1.090
99 H 7.35453 -5.94514 2.90193  C90 1.090
100 H 6.58008 -4.40285 3.00118  C90 1.090
101 H 4.15403 -7.09935 4.66961  N91 1.010
102 H 2.54555 -7.00654 4.56723  N91 1.010
103 C 3.59205 -3.97814 -7.83401  C104 1.519, H109 1.090, H110 1.090, H111 1.090
104 C 2.41838 -3.35005 -7.10220  C103 1.519, C105 1.561, N108 1.491, H112 1.090
105 C 2.61717 -3.38973 -5.55424  C104 1.561, O106 1.422, H113 1.090, H114 1.090
106 O 1.54401 -2.75660 -4.86876  C105 1.422, C107 1.455
107 C 0.39812 -3.62485 -4.64474  O106 1.455, H115 1.090, H116 1.090, H117 1.090
108 N 2.07829 -1.98959 -7.60908  C104 1.491, H118 1.010, H119 1.010
109 H 3.49188 -3.69687 -8.88233  C103 1.090
110 H 3.59139 -5.06806 -7.82075  C103 1.090
111 H 4.53072 -3.55302 -7.47865  C103 1.090
112 H 1.51025 -3.91436 -7.31423  C104 1.090
113 H 3.51155 -2.80521 -5.33861  C105 1.090
114 H 2.81742 -4.38670 -5.16173  C105 1.090
115 H 0.07433 -3.98642 -5.62070  C107 1.090
116 H -0.45823 -3.10588 -4.21412  C107 1.090
117 H 0.71703 -4.52526 -4.11971  C107 1.090
118 H 1.21255 -2.05053 -8.12567  N108 1.010
119 H 1.87695 -1.44219 -6.78452  N108 1.010
120 C 0.14459 -1.87401 0.17792  C121 1.540, H126 1.090, H127 1.090, H128 1.090
121 C 0.51348 -0.66244 -0.69839  C120 1.540, C122 1.570, N125 1.457, H129 1.090
122 C -0.75764 0.25337 -0.80373  C121 1.570, O123 1.424, H130 1.090, H131 1.090
123 O -0.48511 1.50551 -1.42534  C122 1.424, C124 1.450
124 C -1.65174 2.36253 -1.33520  O123 1.450, H132 1.090, H133 1.090, H134 1.090
125 N 1.63370 -0.01292 -0.03034  C121 1.457, H135 1.010, H136 1.010
126 H 0.97285 -2.57091 0.30610  C120 1.090
127 H -0.55300 -2.49844 -0.38026  C120 1.090
128 H -0.20808 -1.66395 1.18766  C120 1.090
129 H 0.84520 -0.91647 -1.70512  C121 1.090
130 H -1.10780 0.50971 0.19617  C122 1.090
131 H -1.57668 -0.20085 -1.36136  C122 1.090
132 H -2.52233 1.96349 -1.85575  C124 1.090
133 H -1.34941 3.26001 -1.87486  C124 1.090
134 H -2.04623 2.61490 -0.35094  C124 1.090
135 H 1.83853 0.92259 -0.35122  N125 1.010
136 H 1.41792 0.16393 0.94036  N125 1.010
137 C -3.08579 4.74976 1.69049  C138 1.546, H143 1.090, H144 1.090, H145 1.090
138 C -3.24087 6.22188 2.13615  C137 1.546, C139 1.552, N142 1.451, H146 1.090
139 C -3.63234 7.15814 0.96133  C138 1.552, O140 1.419, H147 1.090, H148 1.090
140 O -2.50520 7.22710 0.10141  C139 1.419, C141 1.401
141 C -2.64120 8.06612 -1.01291  O140 1.401, H149 1.090, H150 1.090, H151 1.090
142 N -4.27423 6.16009 3.15331  C138 1.451, H152 1.010, H153 1.010
143 H -3.92580 4.47827 1.05113  C137 1.090
144 H -2.94691 4.08384 2.54218  C137 1.090
145 H -2.20223 4.66314 1.05810  C137 1.090
146 H -2.32848 6.65953 2.54123  C138 1.090
147 H -3.84887 8.11525 1.43583  C139 1.090
148 H -4.52904 6.81726 0.44382  C139 1.090
149 H -1.67178 8.27935 -1.46335  C141 1.090
150 H -3.10609 8.99248 -0.67553  C141 1.090
151 H -3.28044 7.52011 -1.70669  C141 1.090
152 H -5.13608 5.73061 2.84858  N142 1.010
153 H -3.96630 5.54126 3.88974  N142 1.010
154 C 3.79458 2.83059 2.66110  C155 1.501, H158 1.090, H159 1.090, H160 1.090
155 C 3.94719 2.94455 4.15014  C154 1.501, C156 1.578, O157 1.394, H161 1.090
156 C 3.73733 4.46072 4.53478  C155 1.578, H162 1.090, H163 1.090, H164 1.090
157 O 2.90117 2.20254 4.69748  C155 1.394, H165 0.960
158 H 2.91818 3.37700 2.31259  C154 1.090
159 H 3.70936 1.81561 2.27297  C154 1.090
160 H 4.65328 3.28849 2.17011  C154 1.090
161 H 4.92549 2.57379 4.45599  C155 1.090
162 H 4.25423 5.21382 3.94001  C156 1.090
163 H 4.01430 4.75591 5.54684  C156 1.090
164 H 2.68635 4.71935 4.40573  C156 1.090
165 H 3.00649 2.23628 5.65109  O157 0.960
166 C 4.42353 -0.91590 3.00072  C167 1.517, H170 1.090, H171 1.090, H172 1.090
167 C 5.78744 -0.36932 2.62189  C166 1.517, C168 1.510, O169 1.397, H173 1.090
168 C 6.85640 -1.43551 2.60077  C167 1.510, H174 1.090, H175 1.090, H176 1.090
169 O 5.70685 0.33440 1.41827  C167 1.397, H177 0.960
170 H 4.23692 -1.86323 2.49492  C166 1.090
171 H 3.61591 -0.21454 2.79105  C166 1.090
172 H 4.48211 -1.16144 4.06109  C166 1.090
173 H 6.19028 0.29853 3.38332  C167 1.090
174 H 6.95316 -1.81413 3.61831  C168 1.090
175 H 7.80538 -0.98361 2.31211  C168 1.090
176 H 6.61373 -2.22828 1.89315  C168 1.090
177 H 5.37376 -0.29897 0.77834  O169 0.960
178 C -3.31089 -0.50860 -4.96577  C179 1.513, H182 1.090, H183 1.090, H184 1.090
179 C -4.21916 -1.58480 -4.41261  C178 1.513, C180 1.508, O181 1.368, H185 1.090
180 C -3.53023 -2.44268 -3.38182  C179 1.508, H186 1.090, H187 1.090, H188 1.090
181 O -5.21910 -0.98817 -3.69382  C179 1.368, H189 0.960
182 H -3.76090 0.13766 -5.71940  C178 1.090
183 H -2.46352 -0.97879 -5.46475  C178 1.090
184 H -2.85250 0.08725 -4.17651  C178 1.090
185 H -4.70293 -2.13337 -5.22077  C179 1.090
186 H -2.84676 -3.07908 -3.94391  C180 1.090
187 H -4.20508 -3.08941 -2.82108  C180 1.090
188 H -2.96468 -1.83219 -2.67786  C180 1.090
189 H -5.82350 -0.50201 -4.25947  O181 0.960
190 C 8.99185 1.21504 0.57281  C191 1.551, H194 1.090, H195 1.090, H196 1.090
191 C 8.42720 2.19680 -0.48659  C190 1.551, C192 1.543, O193 1.438, H197 1.090
192 C 8.57319 1.90757 -1.99481  C191 1.543, H198 1.090, H199 1.090, H200 1.090
193 O 7.01335 2.30735 -0.24633  C191 1.438, H201 0.960
194 H 8.69198 0.18019 0.40771  C190 1.090
195 H 8.55215 1.49828 1.52913  C190 1.090
196 H 10.07463 1.24431 0.69462  C190 1.090
197 H 8.95992 3.14409 -0.40323  C191 1.090
198 H 8.03249 0.99244 -2.23626  C192 1.090
199 H 9.62944 1.80215 -2.24245  C192 1.090
200 H 8.13323 2.66063 -2.64860  C192 1.090
201 H 6.57997 1.53985 0.13409  O193 0.960
202 C -6.49349 1.04519 4.91156  C203 1.512, H206 1.090, H207 1.090, H208 1.090
203 C -6.68909 1.57054 3.50742  C202 1.512, C204 1.488, O205 1.352, H209 1.090
204 C -5.44655 2.21120 2.99700  C203 1.488, H210 1.090, H211 1.090, H212 1.090
205 O -7.06961 0.58361 2.66542  C203 1.352, H213 0.960
206 H -7.37853 0.44174 5.11323  C202 1.090
207 H -6.34607 1.85389 5.62736  C202 1.090
208 H -5.62179 0.40281 5.03645  C202 1.090
209 H -7.47779 2.31972 3.57654  C203 1.090
210 H -4.62414 1.54816 2.72846  C204 1.090
211 H -4.94630 2.89358 3.68418  C204 1.090
212 H -5.54628 2.79110 2.07947  C204 1.090
213 H -6.34900 0.03882 2.34059  O205 0.960
214 C 1.48810 1.99816 -6.16964  C215 1.572, H218 1.090, H219 1.090, H220 1.090
215 C 0.55571 1.76667 -4.92576  C214 1.572, C216 1.513, O217 1.441, H221 1.090
216 C 0.44587 0.29950 -4.57092  C215 1.513, H222 1.090, H223 1.090, H224 1.090
217 O 1.01726 2.55155 -3.80875  C215 1.441, H225 0.960
218 H 1.08680 1.53208 -7.06955  C214 1.090
219 H 2.49350 1.62279 -5.97891  C214 1.090
220 H 1.57856 3.07298 -6.32671  C214 1.090
221 H -0.44192 2.18374 -5.06321  C215 1.090
222 H -0.15293 0.07373 -3.68855  C216 1.090
223 H 1.42633 -0.07106 -4.27175  C216 1.090
224 H -0.02310 -0.27676 -5.36847  C216 1.090
225 H 0.52865 2.18461 -3.06833  O217 0.960
226 C -5.11801 2.96904 -1.37774  C227 1.559, H230 1.090, H231 1.090, H232 1.090
227 C -5.70344 1.58857 -0.94961  C226 1.559, C228 1.528, O229 1.412, H233 1.090
228 C -6.90369 1.18462 -1.80428  C227 1.528, H234 1.090, H235 1.090, H236 1.090
229 O -4.77218 0.53402 -1.06369  C227 1.412, H237 0.960
230 H -4.75564 2.89747 -2.40325  C226 1.090
231 H -4.37360 3.31336 -0.65982  C226 1.090
232 H -5.89001 3.73247 -1.47401  C226 1.090
233 H -6.01200 1.61991 0.09533  C227 1.090
234 H -6.62037 1.17475 -2.85677  C228 1.090
235 H -7.67803 1.92936 -1.62021  C228 1.090
236 H -7.35420 0.22332 -1.55726  C228 1.090
237 H -4.61310 0.29958 -1.98094  O229 0.960
238 C -3.97149 -1.91588 3.40416  C239 1.523, H242 1.090, H243 1.090, H244 1.090
239 C -3.79970 -1.40723 1.97931  C238 1.523, C240 1.537, O241 1.405, H245 1.090
240 C -3.37845 -2.52372 1.00994  C239 1.537, H246 1.090, H247 1.090, H248 1.090
241 O -5.00352 -0.82719 1.54664  C239 1.405, H249 0.960
242 H -4.84485 -2.54345 3.58156  C238 1.090
243 H -3.96870 -1.04023 4.05326  C238 1.090
244 H -3.12212 -2.52171 3.71981  C238 1.090
245 H -3.00799 -0.65853 2.00708  C239 1.090
246 H -4.14453 -3.29589 0.93942  C240 1.090
247 H -2.49827 -3.04970 1.37972  C240 1.090
248 H -3.15142 -2.09306 0.03470  C240 1.090
249 H -4.81664 -0.38695 0.71425  O241 0.960
250 C 4.32304 1.56261 -2.11535  C251 1.522, H254 1.090, H255 1.090, H256 1.090
251 C 4.00540 3.04514 -2.25061  C250 1.522, C252 1.518, O253 1.446, H257 1.090
252 C 3.05926 3.47057 -1.14265  C251 1.518, H258 1.090, H259 1.090, H260 1.090
253 O 5.22466 3.82250 -2.21641  C251 1.446, H261 0.960
254 H 4.80792 1.44706 -1.14600  C250 1.090
255 H 4.95346 1.17180 -2.91407  C250 1.090
256 H 3.43581 0.93014 -2.08544  C250 1.090
257 H 3.51329 3.25117 -3.20111  C251 1.090
258 H 3.41690 3.25845 -0.13507  C252 1.090
259 H 2.16086 2.85902 -1.22618  C252 1.090
260 H 2.78220 4.52330 -1.08694  C252 1.090
261 H 5.65511 3.65470 -1.37490  O253 0.960
262 C 4.21095 -3.67978 0.04442  C263 1.505, H266 1.090, H267 1.090, H268 1.090
263 C 4.69582 -2.66075 -0.95113  C262 1.505, C264 1.580, O265 1.428, H269 1.090
264 C 3.77199 -2.55753 -2.22908  C263 1.580, H270 1.090, H271 1.090, H272 1.090
265 O 4.63295 -1.39182 -0.29848  C263 1.428, H273 0.960
266 H 3.14705 -3.62872 0.27599  C262 1.090
267 H 4.77046 -3.48022 0.95833  C262 1.090
268 H 4.45304 -4.72282 -0.15945  C262 1.090
269 H 5.72324 -2.86095 -1.25516  C263 1.090
270 H 4.30252 -2.14952 -3.08941  C264 1.090
271 H 2.87314 -1.94534 -2.15559  C264 1.090
272 H 3.42756 -3.54560 -2.53434  C264 1.090
273 H 3.72584 -1.10786 -0.16389  O265 0.960
274 C -1.14218 1.86589 2.91763  C275 1.508, H278 1.090, H279 1.090, H280 1.090
275 C -0.10107 1.04602 3.63677  C274 1.508, C276 1.532, O277 1.425, H281 1.090
276 C -0.67283 -0.34545 3.92698  C275 1.532, H282 1.090, H283 1.090, H284 1.090
277 O 1.05372 0.80211 2.83914  C275 1.425, H285 0.960
278 H -1.64491 1.34267 2.10424  C274 1.090
279 H -0.68437 2.72995 2.43608  C274 1.090
280 H -1.95391 2.18102 3.57328  C274 1.090
281 H 0.09579 1.58020 4.56628  C275 1.090
282 H -1.51002 -0.34346 4.62500  C276 1.090
283 H 0.08789 -0.94345 4.42877  C276 1.090
284 H -0.89167 -0.94743 3.04504  C276 1.090
285 H 1.71458 1.06250 3.48494  O277 0.960
286 C 1.39732 7.37766 -3.52433  C287 1.509, H290 1.090, H291 1.090, H292 1.090
287 C 0.80856 5.99298 -3.63277  C286 1.509, C288 1.526, O289 1.382, H293 1.090
288 C -0.49499 6.03500 -4.42548  C287 1.526, H294 1.090, H295 1.090, H296 1.090
289 O 1.71954 5.15591 -4.24852  C287 1.382, H297 0.960
290 H 0.71316 7.97855 -2.92521  C286 1.090
291 H 1.55697 7.86902 -4.48411  C286 1.090
292 H 2.30347 7.30599 -2.92278  C286 1.090
293 H 0.62873 5.72351 -2.59202  C287 1.090
294 H -1.28173 6.57774 -3.90146  C288 1.090
295 H -0.86729 5.01967 -4.56192  C288 1.090
296 H -0.23821 6.43242 -5.40742  C288 1.090
297 H 1.45331 4.23418 -4.21466  O289 0.960

Maximum force ... 0.060 Eh/bohr
Net charge ... 0
Relative energy (zero: lowest compared OMol25 entry of this formula, charge and spin) ... 0.0 kJ/mol
Frontier orbital gap ... 8.8 eV
HOMO ... -8.5 eV
Total energy ... -134228.1271 eV

Atomic partial charges in e from the Mulliken method, atoms 1 to 8:
1 C -1.559
2 C 0.497
3 C -1.060
4 O -0.229
5 C -0.835
6 N 1.079
7 H 0.473
8 H 0.227